Molecular formula: C3H6N2O
Method: DFT, ωB97M-V/def2-TZVPD

```
12
Properties=species:S:1:pos:R:3:forces:R:3
C -2.02186 -0.19263 -0.74806 -0.243 -0.160 -0.148
N -0.79467 -0.58589 -1.17122 0.004 0.189 0.236
C -0.05603 0.13484 -0.28729 0.263 0.030 -0.122
N 1.04420 -0.45249 0.34020 0.098 -0.114 0.073
C 2.11360 0.23944 0.85634 0.099 -0.079 0.061
O 3.03899 -0.27504 1.43741 -0.325 0.171 -0.205
H -1.30358 0.68685 0.24741 -0.045 -0.018 -0.024
H -2.81745 -0.03363 -1.48821 0.118 0.005 0.110
H -2.39836 -0.57427 0.20152 0.115 0.113 -0.074
H 0.11958 1.17987 -0.53926 -0.109 -0.116 0.068
H 1.04213 -1.45656 0.46722 -0.015 0.092 -0.008
H 2.03346 1.32951 0.68395 0.039 -0.114 0.032
```
Forces are in eV/Å.

Calculated values
LUMO (eV): 0.15
Net charge: 0
Molar mass (g/mol): 86.09
HOMO-LUMO gap (eV): 9.6
Energy above the lowest of the compared OMol25 structures with the same formula, charge and spin (kcal/mol): 104.1
Energy (hartree): -302.52727

Atomic charges from the Löwdin analysis, expressed in e, are listed below: -0.1300, -0.0339, -0.3515, 0.0781, -0.3361, 0.0421, 0.1713, 0.0747, 0.0684, 0.1275, 0.1528, 0.1367

Molecular formula: C43H60O39
Method: DFT, ωB97M-V/def2-TZVPD

```
142
Properties=species:S:1:pos:R:3:forces:R:3
C -4.41032 11.08775 17.41565 1.813 -0.801 1.739
C -4.79219 10.98508 16.00851 -2.996 -1.176 1.104
O -3.60320 10.97718 15.34635 -0.787 -1.017 -4.724
C -2.64587 11.51062 15.99588 3.356 2.315 1.456
O -1.55664 11.88355 15.56869 -2.655 -1.169 1.229
O -3.10147 11.63585 17.27153 1.638 1.546 1.063
H -4.20259 10.12522 17.88309 -0.664 -0.084 0.339
H -5.04687 11.74120 18.01223 0.217 -0.191 0.068
H -5.49059 11.82027 15.95553 0.265 0.289 -1.834
H -5.29250 10.03113 15.84188 -0.256 0.306 -0.409
C -12.81680 21.11825 15.91409 1.711 -0.677 0.037
C -13.00066 21.18391 17.41013 0.578 -0.652 0.745
O -14.11938 22.06156 17.58705 0.655 -0.428 -0.187
C -14.71705 22.17493 16.37723 -4.875 2.533 1.633
O -15.84995 22.68627 16.26086 3.854 -1.693 -0.094
O -13.97395 21.68192 15.43518 -1.197 0.119 -2.420
H -12.73664 20.08793 15.56750 -0.025 -0.010 -0.057
H -11.96851 21.67271 15.51274 0.094 0.115 0.230
H -12.09680 21.47052 17.94769 -0.273 0.685 -0.010
H -13.22741 20.18752 17.78945 -0.460 0.002 0.112
C -13.23367 19.73488 22.37213 0.012 -0.213 -0.151
C -11.99290 18.83652 22.18265 -0.937 1.402 -0.645
O -10.94138 19.79823 22.20204 0.182 0.616 0.352
C -11.45754 21.09732 22.18482 2.600 -0.051 0.222
O -10.77801 22.08348 22.15457 -0.249 -0.892 -0.102
O -12.75144 21.08610 22.24171 -1.907 -0.720 0.071
H -13.63883 19.59547 23.37438 -0.335 0.243 -0.219
H -13.94370 19.55537 21.56483 -0.287 0.122 0.426
H -12.03707 18.42466 21.17442 0.245 -0.535 0.235
H -11.98343 18.09542 22.98189 0.701 0.026 -0.207
C -12.24077 19.76871 11.60519 0.559 -0.052 -0.753
C -11.34197 20.74238 10.85122 -0.068 0.327 -0.761
O -9.98618 20.40381 11.27457 -0.795 1.277 -1.268
C -10.06508 19.51559 12.23766 4.548 -1.193 2.650
O -9.11174 19.11848 12.93838 -2.708 1.197 -2.271
O -11.26978 19.07400 12.38089 -2.739 -1.206 1.626
H -12.69756 19.01005 10.96968 -0.106 0.225 -0.102
H -13.02226 20.30059 12.14785 0.273 -0.346 0.599
H -11.56265 21.79148 11.04819 0.310 -0.079 0.410
H -11.49680 20.62420 9.77876 0.662 -0.156 -0.059
C -1.27916 23.21850 18.64537 -0.841 1.587 -0.431
C -0.89147 21.91203 19.16203 -2.312 -0.804 1.577
O 0.25153 21.63786 18.48559 2.635 -2.634 0.019
C 0.76414 22.67519 17.84505 1.866 0.512 -1.677
O 1.81982 22.69368 17.22893 -2.190 -0.114 1.462
O -0.09794 23.68690 17.93282 -1.134 0.737 0.234
H -1.53451 23.87296 19.47877 0.109 0.466 -0.492
H -2.14955 23.02538 18.01829 0.248 0.999 -0.653
H -1.68117 21.19349 18.94255 0.299 -0.370 -0.236
H -0.90290 21.96265 20.25080 1.266 -0.437 0.202
C -1.89970 15.18437 21.28393 -0.838 0.773 0.391
C -0.55579 15.77139 21.56825 0.849 -0.568 0.470
O -0.82556 17.09153 22.04727 1.957 0.485 -0.230
C -2.06770 17.43907 21.82734 -3.680 2.177 0.078
O -2.61952 18.54793 21.91120 2.388 -3.408 -0.126
O -2.79377 16.31342 21.54173 0.147 -0.627 -0.658
H -2.06993 14.39377 22.01473 -0.628 -0.047 -0.363
H -1.97045 14.85734 20.24655 -0.437 -0.074 0.196
H 0.09683 15.70685 20.69761 0.046 0.822 0.008
H -0.07617 15.18009 22.34827 0.186 0.461 0.188
C -12.48041 14.58478 14.61028 1.356 -0.740 -1.631
C -11.22022 13.95134 15.26772 -0.694 -0.290 -2.835
O -11.27844 14.42777 16.54354 -0.113 0.447 2.376
C -12.27207 15.32706 16.65973 -0.649 2.246 5.552
O -12.54444 15.96382 17.70503 1.398 -2.174 -3.165
O -12.97670 15.44572 15.58488 -1.031 0.467 -1.126
H -13.22467 13.85611 14.28902 -0.083 0.136 0.220
H -12.10406 15.13769 13.74961 -0.593 0.247 -0.109
H -10.32104 14.33070 14.78225 0.101 -0.229 0.007
H -11.30653 12.87385 15.12747 0.427 -0.092 0.769
C -5.96481 23.52574 22.73934 -2.294 -1.287 -0.329
C -6.12311 22.47035 23.82505 0.107 -0.955 -0.059
O -4.74971 22.17044 24.13198 -0.174 -0.809 1.173
C -3.91470 22.95963 23.48942 1.138 1.785 0.742
O -2.71619 22.99813 23.58954 -1.341 -0.488 -0.421
O -4.64169 23.91969 22.84586 0.850 0.509 -0.992
H -6.71487 24.31425 22.80064 0.613 0.476 0.465
H -6.25849 23.01209 21.82391 0.847 0.185 -0.666
H -6.47204 21.48088 23.52959 -0.546 0.382 -0.557
H -6.77319 22.77889 24.64377 0.788 0.174 0.573
C -11.41676 11.57873 20.29078 1.132 1.864 -0.138
C -10.22591 12.47889 20.61061 0.169 1.122 0.866
O -9.15739 11.82338 19.97998 1.596 0.666 0.982
C -9.61941 11.21031 18.94015 1.726 -2.594 -3.876
O -8.90818 10.79592 18.00438 -2.478 1.213 2.623
O -10.95496 11.03597 19.05117 -0.115 -0.701 -0.468
H -12.20458 12.28312 20.02381 -0.695 -0.816 0.552
H -11.53745 10.86549 21.10614 -0.601 -0.303 -0.550
H -9.93282 12.66863 21.64318 -0.376 -0.442 0.093
H -10.30096 13.46457 20.15137 -0.326 0.073 -0.162
C -2.45525 17.60889 15.35764 0.465 1.355 0.288
C -2.55881 18.82409 14.39145 1.258 -1.585 -0.529
C -3.79672 18.93333 13.54626 -0.420 -0.598 0.390
O -4.12522 20.33112 13.51757 1.150 -0.167 0.322
C -3.34286 20.93417 14.46509 -0.724 -1.218 1.012
O -3.49111 22.02085 14.89138 0.003 1.237 -0.338
O -2.48617 20.04486 15.05072 -0.421 1.176 0.267
H -3.35008 17.45044 15.95953 -0.380 -0.283 -0.554
H -1.74389 17.88418 16.13628 0.360 0.167 -0.124
H -2.02491 16.72047 14.89544 -0.540 -0.012 -0.172
H -1.72529 18.80715 13.68927 0.471 -0.264 0.180
H -4.55915 18.38351 14.09808 -0.600 0.086 -0.626
H -3.56702 18.53592 12.55762 -0.671 0.157 -0.028
C -6.78056 15.95461 17.51207 -0.412 -0.300 0.320
C -7.42146 17.31638 17.52128 -0.795 -0.292 0.854
C -8.28121 17.78534 18.71152 -1.786 -0.154 0.516
O -7.82889 19.09171 19.08124 -0.153 -1.010 0.069
C -6.64147 19.21042 18.53271 1.999 2.835 0.492
O -5.87754 20.10512 18.82067 -0.618 -1.219 -0.681
O -6.41884 18.27396 17.61434 1.784 0.781 -1.257
H -6.32328 15.80251 16.53439 0.014 -0.070 0.048
H -7.60170 15.24783 17.63165 0.167 -0.404 -0.014
H -6.02479 15.80368 18.28287 -0.141 0.107 0.120
H -8.01009 17.31605 16.60389 0.119 0.933 -0.265
H -8.20748 17.15176 19.59539 -0.032 -0.194 -0.068
H -9.32009 18.01863 18.47830 -0.143 -0.967 -0.190
C -10.50959 13.88602 9.95298 -0.312 -0.064 0.557
C -9.00025 13.53601 9.90602 -3.347 0.428 -0.043
C -8.19856 14.25769 8.87555 -0.561 0.401 -0.545
O -7.20079 14.87040 9.63776 2.005 -0.069 0.440
C -7.34849 14.57766 10.96736 1.737 2.491 0.231
O -6.63103 14.95419 11.85412 -0.263 -0.574 -1.065
O -8.50725 14.02631 11.13725 -1.203 -2.200 0.875
H -11.12844 13.37737 9.21381 0.201 0.039 -0.085
H -10.77504 14.94238 9.99474 0.710 0.386 -0.881
H -10.91541 13.66503 10.94018 0.193 -0.967 0.100
H -8.92038 12.46361 9.72804 0.333 -0.161 0.875
H -8.75846 15.06118 8.39699 -0.059 -0.167 -0.262
H -7.85459 13.52052 8.15004 0.562 0.457 -0.150
C -6.58012 26.66018 17.95668 0.913 0.343 -0.239
C -7.11158 25.90513 16.77502 -0.896 2.801 -0.665
C -7.48566 24.53039 16.99158 -1.200 -3.211 -0.289
O -8.89153 24.45673 16.62297 0.470 -2.310 0.654
C -9.38712 25.61626 16.33162 -2.989 1.994 -0.352
O -10.59505 25.81757 16.08372 4.082 -0.242 0.551
O -8.38360 26.53049 16.41873 -0.961 0.580 -0.559
H -6.08993 27.55779 17.57971 0.211 -0.020 0.194
H -5.84560 26.01073 18.43290 0.134 0.277 0.309
H -7.32717 27.01803 18.66517 -0.210 -0.541 -0.079
H -6.49522 26.02425 15.88395 0.262 0.006 0.201
H -7.37443 24.14828 18.00634 -0.094 0.174 0.049
H -7.01065 23.82937 16.30525 0.302 0.042 0.209
```
Forces are in eV/Å.

Calculated values
LUMO (eV): -0.36
Net charge: 0
Molar mass (g/mol): 1200.91
HOMO-LUMO gap (eV): 9.9
Energy above the lowest of the compared OMol25 structures with the same formula, charge and spin (kcal/mol): 120.0
Energy (hartree): -4608.79817

Here are the Löwdin charges for atoms 1 to 99, given in e: -0.1302, -0.1666, 0.1216, -0.5703, 0.1305, 0.0487, 0.1367, 0.1380, 0.1427, 0.1479, -0.1421, -0.1096, 0.0790, -0.5465, 0.1016, 0.0914, 0.1322, 0.1385, 0.1342, 0.1243, -0.0872, -0.1211, 0.0331, -0.5795, 0.1521, 0.0906, 0.1296, 0.1303, 0.1231, 0.1280, -0.0925, -0.0773, 0.0972, -0.6140, 0.0939, 0.0712, 0.1297, 0.1314, 0.1318, 0.1273, -0.1036, -0.1942, 0.0992, -0.5622, 0.1255, 0.0901, 0.1349, 0.1322, 0.1389, 0.1388, -0.1037, -0.1215, 0.0938, -0.5415, 0.1135, 0.0388, 0.1277, 0.1299, 0.1336, 0.1302, -0.1059, -0.1391, 0.0746, -0.5547, 0.0796, 0.1098, 0.1341, 0.1280, 0.1345, 0.1361, -0.1586, -0.0902, 0.0772, -0.5626, 0.1504, 0.0661, 0.1323, 0.1266, 0.1312, 0.1267, -0.0861, -0.1245, 0.0829, -0.5723, 0.0923, 0.0609, 0.1374, 0.1388, 0.1385, 0.1319, 0.0019, -0.3569, -0.0923, 0.0762, -0.5398, 0.1704, 0.0849, 0.0748, 0.0796

Molecular formula: C4H9NO
Method: DFT, ωB97M-V/def2-TZVPD

```
15
Properties=species:S:1:pos:R:3:forces:R:3
C -1.53570 -1.82722 -1.17372 0.544 0.165 -0.161
C -0.27368 -1.62761 -0.81101 0.122 -0.079 0.326
N 0.21254 -1.79927 0.50079 -0.018 0.029 -0.095
C -0.36212 -1.16926 1.43094 0.021 -0.060 -0.066
H -2.26838 -2.12770 -0.44152 -0.209 -0.049 -0.083
H -1.78124 -1.71451 -2.21915 -0.308 -0.081 0.046
H 0.51401 -1.39002 -1.51664 -0.096 0.000 -0.127
H -0.02392 -1.31803 2.45052 -0.040 0.022 0.085
H -1.18679 -0.47866 1.23633 -0.008 0.066 0.082
C 1.22401 1.90580 0.11783 -0.214 -0.489 0.017
O 0.84567 3.19117 0.56577 -0.002 0.170 -0.064
H 2.06539 1.92631 -0.57841 0.056 0.047 0.034
H 1.50242 1.31863 0.99341 0.124 0.147 -0.016
H 0.39285 1.36351 -0.35376 0.034 0.167 -0.062
H 0.67495 3.74684 -0.20137 -0.005 -0.056 0.086
```
Forces are in eV/Å.

Calculated values
SMILES: C=CN=C.CO
LUMO (eV): 0.86
Net charge: 0
Molar mass (g/mol): 87.12
HOMO-LUMO gap (eV): 10.2
Energy above the lowest of the compared OMol25 structures with the same formula, charge and spin (kcal/mol): 65.6
Energy (hartree): -287.72789

Atomic charges from the Löwdin analysis, expressed in e, are listed below: 0.0043, -0.2724, -0.0199, -0.0616, 0.0553, 0.0487, 0.0981, 0.0687, 0.0820, -0.1785, -0.1170, 0.0784, 0.0737, 0.0646, 0.0755